# 1
Molecular formula: C21H14N4STa
Method: DFT, ωB97M-V/def2-TZVPD

Last column: Löwdin charge in e.
Element x y z (Å)
S: 0.0784 -3.5904 -2.1212  0.7701
H: 0.2870 2.0542 2.8264  0.1337
C: -1.4640 1.9468 -1.3379  0.0922
C: -1.3309 3.2889 3.4551  0.0329
N: -0.4808 -0.0797 -1.5991  -0.1925
C: 1.8014 -3.2281 -2.6330  -0.6271
Ta: 0.6270 -1.5855 -1.1744  1.7310
H: -0.5558 -0.0944 -3.7605  0.1367
C: 0.8781 -2.3579 1.7227  -0.0551
H: -1.8377 2.8553 -0.8936  0.1495
C: -1.3880 1.6660 -2.7224  0.0322
C: 2.5001 -4.0960 -3.4445  -0.0114
H: -4.4422 3.3363 2.0695  0.1455
C: -2.6617 3.6567 3.2319  -0.1638
C: -1.4840 1.7241 1.6257  -0.1801
C: -0.7533 2.3105 2.6755  -0.0005
C: -0.1944 -0.7010 2.7698  0.0950
C: -2.8144 2.1201 1.3944  0.0021
C: 3.6330 -1.7293 -2.5096  -0.0313
C: 0.5344 -1.8993 2.9517  0.0326
H: 1.3842 -3.2733 1.4502  0.1362
H: 2.0465 -5.0116 -3.7988  0.1441
N: 0.4306 -1.4704 0.7290  -0.1935
H: 5.3874 -2.2837 -3.5772  0.1487
N: -3.7516 5.4590 4.7182  0.2423
H: -0.6782 -0.1290 3.5451  0.1494
C: -0.9608 0.8715 -0.6257  -0.1869
C: -0.7952 0.4536 -2.8601  -0.0550
C: 4.3746 -2.5570 -3.3145  0.0350
H: -0.7625 3.7796 4.2332  0.1450
C: -3.4059 3.0611 2.2094  0.0339
C: -3.2675 4.6537 4.0590  -0.1364
H: 4.0102 -0.7966 -2.1118  0.1467
C: -0.8710 0.7063 0.7820  -0.0033
C: 3.8045 -3.7437 -3.7823  0.0678
H: 4.3816 -4.4048 -4.4183  0.1552
N: 2.3612 -2.0648 -2.1757  -0.1641
H: -3.4036 1.6329 0.6287  0.1351
H: 0.7413 -2.3900 3.8896  0.1464
C: -0.2351 -0.3909 1.4207  -0.1843
H: -1.7230 2.3010 -3.5271  0.1460

Output
Highest occupied orbital energy in eV: -17.373
Energy above the lowest of the compared OMol25 structures with the same formula, charge and spin in kcal per mole: 0.0
Frontier orbital gap in eV: 4.96
Net charge: +3
Largest force on an atom in eV/A: 0.5

# 2
Molecular formula: C35H39BClF5NNbO2PS
Method: DFT, ωB97M-V/def2-TZVPD

Last column: Löwdin charge in e.
Element x y z (Å)
H: -3.8597 0.0756 -7.0162  0.1196
C: 3.8042 -3.1348 3.1679  -0.0074
C: -0.9512 2.7462 4.0426  -0.0986
H: -1.2471 5.5470 -3.2873  0.1107
O: -3.4067 -1.6270 -2.4675  0.0429
H: 6.9209 -3.4642 9.9868  0.0983
C: 2.0761 1.8922 -1.6412  -0.2220
H: -4.9475 4.9247 -5.3635  0.0997
H: 1.0270 1.7899 -1.3937  -0.0066
C: 4.0352 -4.1505 7.5607  -0.2819
H: 3.2346 -5.4512 9.0521  0.1167
B: -2.5087 -1.5848 -1.4015  -0.7260
H: 2.4651 2.7060 -1.0354  0.0626
H: -0.8403 2.9799 5.0934  0.0975
H: 4.2081 -1.8170 -1.1211  0.0042
C: -3.1047 5.0844 -4.2794  -0.0968
H: 3.6767 -4.6996 4.6216  0.0837
C: -5.8676 -0.9860 -4.4924  -0.0888
H: -2.9432 0.4826 -0.1841  0.0512
N: -0.7087 -0.3971 -3.6743  -0.1372
C: 2.8803 0.6436 -1.3581  -0.5385
H: 3.8955 0.8347 -1.7135  0.0550
Cl: -0.1198 -3.6308 -3.0729  -0.1880
H: -4.5663 -0.1685 -0.3263  0.0853
C: -1.2328 2.1534 1.3383  -0.0112
C: 5.7825 -4.6784 1.9731  -0.0871
H: -3.0726 3.0595 4.0360  0.0947
C: 5.4212 -3.4655 1.4056  -0.0185
C: 0.0036 2.1105 1.9517  -0.2750
H: 3.0378 -2.5155 3.6156  0.1224
H: -3.0908 4.0418 -3.9875  0.0194
H: 6.5545 -5.2776 1.5087  0.1011
C: -7.0703 0.4494 -6.0060  -0.0308
O: -3.0523 -1.5871 -0.1145  -0.0749
F: -5.9457 1.3514 -7.8650  0.0424
C: -4.1471 5.5820 -5.0506  -0.0930
H: 3.4482 -3.0255 -2.1608  0.0085
H: -3.7574 -0.2031 1.2315  0.0847
H: 2.9835 0.4339 -0.2988  0.0499
H: 1.1489 2.3509 3.7378  0.1129
F: 1.0818 1.7810 1.2280  0.0646
H: -3.4009 -0.7323 -2.8356  0.0643
H: 2.1507 2.1831 -2.6850  0.0617
C: -4.1605 6.9197 -5.4205  -0.0953
C: -4.7205 -0.8370 -5.2600  -0.0732
C: 5.0898 -4.5311 9.6618  -0.0890
Nb: -0.2001 -1.5086 -1.8708  0.9171
H: -4.9697 7.3080 -6.0249  0.0989
C: -7.0403 -0.3443 -4.8678  -0.0867
H: 0.2131 -2.4121 -0.3599  -0.1100
C: -5.9183 0.5801 -6.7542  -0.2914
P: 2.2712 -0.8608 -2.2600  0.7061
H: -3.1290 8.8125 -5.2904  0.1110
C: 6.1066 -3.6580 9.3014  -0.1013
H: -3.8055 -1.3339 -4.9661  0.1038
C: 4.4385 -2.7121 2.0165  -0.2881
F: 4.0880 -1.5349 1.4748  0.0582
C: 4.1667 -4.3527 3.7247  -0.0903
H: -7.9718 0.9637 -6.3127  0.1110
F: -1.1079 8.0680 -3.8688  0.0465
H: -3.3175 2.5242 1.6332  0.1042
H: 5.1117 -5.0204 10.6262  0.1020
H: 6.8672 -2.3509 7.7795  0.1051
C: -3.1361 7.7650 -5.0188  -0.0317
C: -4.7424 -0.0503 -6.4034  -0.0071
C: -0.7859 0.7693 -3.5124  -0.9636
C: 5.0385 -3.2825 7.1777  -0.0112
C: 6.0778 -3.0342 8.0616  -0.0804
H: 5.8887 -3.1042 0.4997  0.1141
H: -0.2739 -0.0227 -0.8645  -0.0807
C: -3.6016 -0.3137 0.1645  -0.1195
C: 3.2625 -2.2262 -1.4575  -0.4030
S: -1.4345 2.2254 -3.2370  0.5767
C: 0.1636 2.3996 3.2933  -0.0214
H: 5.4398 -6.0718 3.5680  0.0978
H: 5.0041 -2.8120 6.2038  0.1132
C: -2.2040 2.7924 3.4480  -0.1065
C: -2.1088 7.2468 -4.2565  -0.2882
H: -7.9359 -0.4608 -4.2721  0.1003
C: -2.0725 5.9197 -3.8800  -0.0142
C: 4.0411 -4.7799 8.7888  -0.0188
F: 3.0170 -4.3922 6.7108  0.0486
C: 5.1572 -5.1235 3.1297  -0.0973
C: -2.3411 2.4940 2.0985  -0.0868
H: 2.7023 -2.5845 -0.6054  -0.0169
H: -1.3218 1.9201 0.2847  0.0857
H: -5.8408 -1.6001 -3.6026  0.1004

Output
Highest occupied orbital energy in eV: -4.415
Frontier orbital gap in eV: 6.46
Net charge: -1
Largest force on an atom in eV/A: 3.5

# 3
Molecular formula: C40H64BCl3N10O14V
Method: DFT, ωB97M-V/def2-TZVPD

Last column: Löwdin spin population.
Element x y z (Å)
O: 4.1552 4.0636 -2.6207  0.0000
C: 4.6047 -2.6395 1.5941  0.0002
O: 0.5838 0.9316 7.5136  0.0000
H: -3.3597 0.3327 1.4228  0.0000
C: -4.7004 0.7820 3.8757  0.0000
V: 0.2646 -0.2423 0.4525  2.0046
C: -0.1695 1.0805 -3.6721  0.0002
C: 5.4191 -2.3975 -0.7758  -0.0002
H: 0.4007 -5.4492 1.5635  -0.0003
H: -5.2082 1.5318 3.2872  0.0000
H: 2.2174 3.9768 -7.9193  0.0000
H: 3.2909 -1.8138 5.6113  0.0000
H: -0.8242 0.4398 -4.2629  0.0000
C: -5.1821 -0.7881 1.1977  0.0001
C: -3.8307 -0.5286 1.8965  0.0001
C: 2.7353 1.2089 2.0737  0.0022
H: 3.8530 2.0958 -8.8608  0.0000
H: -3.6348 -0.7888 6.5129  0.0000
C: 3.5699 2.1430 -7.8092  0.0000
C: 3.2919 4.5802 -1.8666  0.0000
H: 3.3946 1.1766 -7.3366  0.0000
C: -5.3421 1.3580 6.2787  0.0000
C: 6.3658 -1.6566 2.6513  0.0000
N: -7.6151 1.7942 -2.6972  0.0000
H: 0.3186 -7.9254 0.7943  0.0000
H: 2.6798 -1.8687 3.9316  0.0002
C: -3.8955 -0.4629 5.5168  0.0000
H: -8.6782 0.0652 -4.5563  0.0000
H: 1.2949 0.1963 4.9413  0.0000
H: -0.2706 0.6313 4.7140  0.0000
C: -6.5718 1.3309 -2.0093  0.0000
C: 2.6087 2.4885 2.8653  0.0003
C: 0.3382 -4.7609 -1.5760  0.0001
O: -1.0001 1.1826 1.6143  -0.0043
H: -4.0953 0.5503 -1.7038  -0.0001
C: -8.9719 1.2427 -2.7743  0.0000
C: 2.4929 -5.3791 -1.7332  0.0000
N: 1.6686 2.6793 -6.3627  0.0000
Cl: -1.6496 -0.9614 -0.9994  0.0082
H: -10.4020 0.4034 -4.3637  0.0000
O: 1.5531 2.9099 3.3496  0.0003
H: -9.6878 1.9342 -2.3299  0.0000
H: -9.3185 1.6610 -4.9057  0.0000
N: 0.5642 1.9900 -4.5913  0.0000
H: 7.3143 -1.0246 0.7167  0.0000
C: -0.0769 0.1373 6.8322  0.0000
C: 6.5580 -1.5362 1.2936  0.0000
H: -2.0059 3.7356 0.1568  0.0002
H: -6.1101 0.6865 6.6626  0.0000
H: 1.5099 2.4424 -8.3613  0.0000
H: -1.0486 -7.7209 -0.0797  0.0000
H: -4.7370 1.5174 7.1712  0.0000
C: -1.4204 3.4759 1.0388  -0.0007
H: 6.9315 -1.4737 3.5529  0.0000
N: 5.1718 -2.2969 2.8634  0.0000
H: 3.6726 -3.1704 1.4681  0.0003
C: -3.5026 -1.0783 4.3218  0.0000
H: -5.1031 -1.2427 0.2102  0.0000
H: -5.8835 0.0400 1.0953  0.0000
C: -0.7691 2.1016 0.8642  0.0049
H: 5.2096 -1.4565 -1.2843  -0.0003
C: 6.8265 2.5200 1.5636  0.0000
H: -3.3264 2.0421 -2.3863  0.0000
O: 7.8906 1.5605 3.6234  0.0000
N: -3.9775 -0.2652 3.2994  0.0000
H: -5.6655 2.2906 5.8163  0.0000
N: 0.6949 -5.4224 -0.3939  -0.0001
N: -5.4445 2.0272 -2.2693  0.0000
C: 6.8949 1.7745 2.9533  0.0000
N: -4.6132 0.6306 5.2730  0.0000
C: -0.1898 -5.7448 0.6963  -0.0002
C: 2.0091 -5.8054 -0.4796  0.0000
H: 2.5551 4.4220 -5.5323  0.0000
H: -0.6617 1.6881 -2.9127  0.0000
B: 4.7836 2.0697 2.3600  0.0001
C: 1.4481 -4.0808 -3.7136  0.0001
C: 0.8167 1.6890 -5.9015  0.0000
H: 1.1036 3.5152 -3.2509  0.0000
H: 1.5910 -4.8612 -4.4610  0.0000
O: 3.7938 3.0812 2.8422  0.0000
H: -3.9727 2.0081 -0.8051  0.0000
O: 1.8135 0.4711 1.8132  0.0120
O: 7.7777 2.9226 0.9164  0.0000
C: 1.9172 3.5758 -5.3241  0.0000
H: -9.0662 0.4253 -2.0594  0.0000
O: 5.7055 1.6279 3.3298  0.0001
O: 0.1236 1.8515 0.0283  -0.0155
H: 3.4830 -5.4878 -2.1506  0.0000
H: 4.3641 -3.7091 4.0847  0.0000
H: 0.5375 0.3900 -3.2122  0.0001
O: 3.9999 0.9194 1.8876  0.0015
C: 1.1885 3.1099 -4.2484  0.0000
N: 1.4696 -4.7465 -2.4155  0.0000
Cl: 0.4743 -2.2886 1.8378  -0.0079
C: 2.2092 2.9153 -7.6718  0.0000
O: 2.7668 5.6778 -2.0498  0.0000
C: 0.3103 -0.0435 5.3427  0.0000
H: 0.1731 -1.0823 5.0427  0.0000
H: 2.2640 -3.3834 -3.9038  0.0000
C: -5.8435 3.0834 -3.0259  0.0000
H: -3.2410 -1.4246 1.7028  0.0000
H: 2.5128 -6.2296 0.3765  0.0000
H: -0.7458 4.3182 1.1924  0.0002
C: 3.5515 -1.6877 4.5604  0.0001
H: 3.7257 -0.6160 4.4646  0.0000
O: -1.0632 -0.5879 7.2642  0.0000
C: 3.1064 3.9136 -0.5464  0.0000
H: -1.0311 -5.0600 0.5898  0.0001
H: 5.4255 -2.7482 4.8239  0.0000
Cl: 2.2292 -0.7718 -1.0896  -0.0072
H: -2.7403 -1.8221 4.1425  0.0000
H: 3.8041 4.4359 0.1082  0.0000
H: 3.4180 2.8901 -0.7551  0.0000
H: 4.3310 2.5772 -7.1609  0.0000
H: -2.1860 3.5306 1.8127  -0.0001
C: -0.5415 -7.2565 0.7660  0.0000
C: -9.4008 0.8120 -4.2271  0.0000
O: 5.5501 2.6419 1.2432  0.0000
N: 5.5110 -2.1829 0.6554  0.0001
C: -7.1915 2.8929 -3.4530  0.0000
C: -4.1576 1.6332 -1.8118  0.0001
H: -5.1574 3.8387 -3.3796  0.0000
H: 6.3926 -2.7540 -1.1124  0.0000
H: -0.6485 -4.4867 -1.9190  0.0000
H: -6.5479 0.4927 -1.3287  0.0000
H: 0.5799 0.8692 -6.5635  0.0000
H: 2.1180 4.0085 -0.0968  0.0000
H: -1.0332 -7.4851 1.7116  0.0000
H: 0.5282 -3.5025 -3.8000  0.0001
C: 4.6148 -2.6484 4.1022  0.0000
H: -7.8172 3.4632 -4.1236  0.0000
H: 4.6092 -3.1100 -0.9324  0.0000
H: -5.6981 -1.5463 1.7867  0.0000

Output
Highest occupied orbital energy (alpha / beta) in eV: -7.174 / -7.174
Frontier orbital gap (alpha / beta) in eV: 3.92 / 3.92
Net charge: +1
Largest force on an atom in eV/A: 5.7
Spin multiplicity: 3